No. 1
70
Properties=species:S:1:pos:R:3:forces:R:3 method="wB97M-V/def2-TZVPD" homo_ev=-11.15 gap_ev=5.1 de_lowest_kcal_mol=4.8 charge=+1 e_lumo_ha=-0.2214
F 3.85573 0.19591 1.14790 -1.84 -0.54 -0.10
C 2.55322 -0.20294 0.97413 1.12 0.19 -0.10
C 2.13342 -1.41336 1.51654 -0.49 -0.23 0.01
C 0.84800 -1.87433 1.21149 -0.06 -0.04 -0.01
C -0.08259 -1.07195 0.50030 0.58 0.24 -0.33
C -1.44368 -1.54983 0.28059 0.19 0.49 2.00
C -2.60196 -0.77812 0.56983 -0.11 -0.10 -0.11
C -3.91058 -1.29189 0.28674 0.15 0.11 0.16
C -5.03548 -0.51866 0.53386 0.03 -0.22 -0.05
C -4.91066 0.77951 1.06538 0.54 -0.28 0.01
C -3.64148 1.27113 1.42171 0.21 -0.04 0.06
C -2.51094 0.49313 1.21631 -0.02 0.10 -0.36
C 0.38807 0.19037 0.03557 -0.11 0.12 0.22
C 1.70919 0.60200 0.21405 -0.51 -0.10 0.13
H 2.79232 -1.98196 2.17108 -0.09 0.08 -0.33
H 0.50749 -2.84683 1.58016 0.28 0.28 -0.07
H -1.56605 -2.63513 0.17710 -0.05 0.38 -0.28
H -3.99460 -2.28635 -0.16641 -0.05 0.42 0.15
H -6.02162 -0.92837 0.30297 0.34 0.22 0.07
H -5.79534 1.39572 1.23686 0.25 -0.24 -0.08
H -3.51873 2.25874 1.88009 -0.21 -0.46 -0.16
H -1.53216 0.82810 1.56318 -0.37 0.01 -0.10
H -0.30937 0.86056 -0.46855 0.25 -0.24 -0.12
H 2.07585 1.54578 -0.18641 -0.13 -0.25 0.09
F -0.34139 -5.74447 -0.84161 0.15 0.16 -0.57
C -0.28089 -5.35662 -2.21637 0.36 -0.39 -0.32
C 0.77882 -6.21807 -2.94149 -0.38 0.19 0.22
C 1.41445 -7.28729 -2.30696 -0.11 0.21 -0.07
C 2.46049 -7.94772 -2.95273 0.02 0.19 -0.15
C 2.87641 -7.54373 -4.22609 -0.09 -0.10 -0.04
C 2.20355 -6.51294 -4.88660 -0.21 0.11 0.42
C 1.16087 -5.84794 -4.23685 0.11 -0.15 -0.05
C -1.69853 -5.50963 -2.77327 0.00 -0.49 0.43
C -1.98467 -6.27967 -3.90136 -0.18 0.21 -0.21
C -3.29847 -6.37939 -4.38023 0.05 -0.01 0.19
C -4.34952 -5.77111 -3.69182 0.23 0.31 0.04
C -4.06877 -5.03911 -2.52971 0.16 -0.09 0.19
C -2.76132 -4.95146 -2.05134 -0.12 0.07 -0.39
C 0.20835 -3.88123 -2.15204 -0.26 0.43 -0.09
C 1.67675 -3.75798 -1.71663 -0.06 -0.42 0.29
C 2.27276 -2.58915 -2.48395 0.35 0.39 -0.12
C 1.24177 -2.18682 -3.53137 -0.52 -0.04 -0.35
N 0.09663 -3.14944 -3.44189 0.91 0.23 0.10
C -1.16330 -2.51218 -3.62386 -0.35 -0.11 0.23
C -1.55707 -1.53739 -2.69346 -0.56 -0.23 0.13
C -2.90700 -1.21529 -2.60665 0.78 -0.34 -0.63
N -3.79555 -1.74767 -3.43345 -0.75 0.75 -0.73
C -3.37981 -2.44637 -4.49303 0.49 -0.23 0.23
C -2.05977 -2.90074 -4.62369 0.01 0.52 0.68
H 1.10647 -7.57526 -1.30031 0.12 0.06 -0.33
H 2.95855 -8.76884 -2.44096 -0.04 0.16 -0.17
H 3.71739 -8.03745 -4.71670 -0.28 0.07 0.19
H 2.47970 -6.19557 -5.89206 0.05 -0.18 0.26
H 0.64946 -5.00901 -4.70964 0.22 -0.34 0.04
H -1.18736 -6.80619 -4.42788 -0.24 0.26 0.14
H -3.48211 -6.94168 -5.29954 -0.02 0.12 0.39
H -5.37840 -5.84663 -4.05242 0.38 0.02 0.08
H -4.85985 -4.51515 -1.98353 0.16 -0.37 -0.24
H -2.55631 -4.45429 -1.10120 -0.07 -0.01 -0.28
H -0.43271 -3.35889 -1.41164 0.18 -0.43 -0.16
H 1.70558 -3.58844 -0.63440 0.16 -0.19 -0.23
H 2.23437 -4.67302 -1.94391 -0.22 0.19 0.20
H 2.45315 -1.73998 -1.81068 0.11 -0.17 -0.19
H 3.22306 -2.84810 -2.96998 -0.23 0.04 0.32
H 0.88992 -1.16592 -3.32525 0.03 -0.14 -0.21
H 1.63557 -2.20927 -4.55540 -0.05 0.06 0.24
H -0.85034 -1.13466 -1.96766 -0.06 -0.08 -0.41
H -3.25437 -0.51527 -1.85086 -0.14 -0.16 -0.30
H -4.12244 -2.69484 -5.25674 0.12 -0.06 0.43
H -1.75010 -3.57958 -5.41087 -0.08 0.08 0.11

=====

No. 2
86
Properties=species:S:1:pos:R:3:forces:R:3 method="wB97M-V/def2-TZVPD" homo_ev=-4.47 gap_ev=6.2 charge=-1 e_lumo_ha=0.0638
Ti 0.71380 -1.34482 -0.20052 0.04 -0.66 0.10
O 3.09939 -7.98890 0.69363 -0.05 -0.42 0.14
C 2.71037 -6.86128 0.56125 0.22 0.42 -0.27
S 3.03194 -5.56088 1.71958 -0.06 -0.08 0.07
C 2.27611 -4.27168 0.80876 -0.13 0.12 -0.12
C 1.73535 -4.59963 -0.37620 0.01 0.24 0.07
S 0.96429 -3.46185 -1.46859 0.02 0.12 0.19
S 1.84391 -6.27720 -0.87035 -0.07 -0.04 0.06
S 2.29303 -2.66513 1.47757 -0.16 0.10 -0.23
C -2.79592 -2.53431 5.21052 0.01 -0.01 0.14
C -3.14244 -1.63845 4.03661 -0.02 0.19 -0.11
N -2.74031 -2.22288 2.75788 -0.24 -0.03 -0.05
C -3.73062 -2.99198 2.01382 -0.12 0.20 -0.11
C -3.65529 -4.48318 2.26993 -0.10 -0.13 -0.03
C -1.49917 -2.08555 2.30225 0.27 0.25 0.34
S -1.01598 -2.88288 0.87306 0.23 0.07 -0.20
N -0.66298 -1.39029 3.14026 0.20 -0.10 -0.11
C 0.29947 -0.69098 2.63045 -0.25 0.00 -0.17
O 0.35725 -0.38113 1.37524 0.18 0.06 -0.30
C 1.37514 -0.09938 3.45344 -0.22 -0.19 0.41
C 1.53649 -0.49561 4.78079 0.08 0.12 -0.15
C 2.55754 0.04914 5.53952 -0.06 -0.05 -0.01
C 3.40897 0.99107 4.97579 0.02 0.01 -0.01
C 3.24213 1.38561 3.65656 0.01 -0.01 0.05
C 2.22615 0.83955 2.88679 0.09 0.12 -0.01
H -3.01431 -2.02596 6.14850 -0.03 0.03 0.08
H -1.73631 -2.78096 5.19302 0.04 0.02 -0.01
H -3.36719 -3.46012 5.18833 -0.03 -0.06 -0.01
H -2.66354 -0.66452 4.13542 0.01 -0.11 0.04
H -4.21885 -1.46610 3.97185 0.05 -0.03 0.07
H -3.58501 -2.77336 0.95357 -0.03 -0.07 0.07
H -4.70902 -2.60161 2.30179 0.02 -0.04 -0.03
H -2.68884 -4.88224 1.97678 0.10 -0.01 -0.03
H -4.42075 -4.98473 1.68120 -0.06 -0.09 -0.06
H -3.82721 -4.72249 3.31687 -0.02 0.00 0.10
H 0.86380 -1.23510 5.18864 -0.05 -0.05 0.03
H 2.69282 -0.26112 6.56752 0.01 0.00 0.01
H 4.20598 1.41681 5.57039 0.04 0.03 0.02
H 3.90291 2.12538 3.22689 0.03 0.03 -0.03
H 2.08200 1.15110 1.85848 -0.03 -0.04 0.03
F -2.54016 -0.80855 -0.53682 0.06 0.11 -0.35
C -1.97925 -0.88341 -1.77266 -0.51 -0.03 0.04
C -0.62085 -1.07176 -1.92277 0.13 -0.11 0.26
C -0.18039 -1.03288 -3.22692 0.16 0.16 -0.52
F 1.14660 -1.14439 -3.50060 -0.26 -0.03 -0.03
C -1.01105 -0.85464 -4.33162 0.05 -0.09 0.27
F -0.50897 -0.83042 -5.57346 -0.05 0.02 0.04
C -2.37904 -0.73619 -4.13699 0.21 -0.04 0.29
F -3.21373 -0.62148 -5.17806 0.06 0.03 0.08
C -2.86360 -0.75168 -2.83584 0.09 0.07 0.01
F -4.18585 -0.63763 -2.61642 0.11 0.04 -0.05
S 1.74655 2.43437 -3.57744 -0.07 -0.06 0.08
P 0.34963 2.78694 -2.21259 -0.06 -0.25 -0.33
S 0.16139 1.68853 -0.54784 0.28 -0.06 0.20
C -1.29644 2.84062 -3.02691 -0.01 0.02 -0.06
C -1.39288 2.86755 -4.41295 0.27 -0.09 0.01
C -2.62850 2.91842 -5.03521 -0.13 0.02 -0.08
C -3.78609 2.97133 -4.27719 -0.04 -0.02 0.03
C -3.70163 2.96560 -2.89162 -0.05 -0.12 -0.03
C -2.46732 2.88521 -2.27176 0.15 -0.04 0.10
C 0.59602 4.50024 -1.66156 -0.23 0.14 0.09
C -0.34518 5.49034 -1.90135 -0.07 0.06 -0.06
C -0.12204 6.79320 -1.47619 0.01 0.08 0.02
C 1.04391 7.11271 -0.80331 0.01 0.01 0.01
C 1.98919 6.12175 -0.56004 0.06 0.13 0.05
C 1.76730 4.82859 -0.98568 0.05 -0.14 0.00
H -0.48064 2.82030 -4.99518 -0.01 0.01 0.00
H -2.68792 2.90946 -6.11522 0.00 0.00 -0.05
H -4.75212 2.99788 -4.76215 -0.06 0.02 -0.03
H -4.59944 2.98504 -2.29031 -0.08 0.02 0.03
H -2.40380 2.84518 -1.19287 0.03 -0.03 0.07
H -1.26015 5.25119 -2.42755 0.02 0.03 0.01
H -0.86602 7.55434 -1.67527 0.00 0.03 0.01
H 1.22119 8.12620 -0.46806 0.00 0.04 0.01
H 2.90536 6.36264 -0.03629 0.02 0.03 0.02
H 2.50501 4.05806 -0.79928 -0.01 -0.03 0.00
C 4.86951 -1.53823 -0.61305 0.06 0.01 -0.11
S 3.53585 -1.28929 -1.76453 -0.65 0.05 0.48
C 4.10290 0.13994 -2.63485 0.22 -0.10 0.00
O 2.43266 -0.67522 -0.86585 0.12 0.08 -0.44
H 5.71899 -1.89430 -1.18986 0.14 -0.06 -0.01
H 4.53006 -2.28553 0.10256 -0.01 -0.01 -0.02
H 5.09846 -0.60764 -0.10266 -0.01 0.11 0.04
H 5.00446 -0.15363 -3.16865 0.10 0.04 -0.09
H 4.28722 0.94838 -1.93478 0.04 0.06 0.09
H 3.31565 0.44055 -3.31962 -0.11 -0.02 -0.04

=====

No. 3
74
Properties=species:S:1:pos:R:3:forces:R:3 method="wB97M-V/def2-TZVPD" homo_ev=-6.16 gap_ev=6.1 de_lowest_kcal_mol=0.0 charge=0 e_lumo_ha=-0.0022
La -0.36205 -0.49757 -0.74931 -0.22 -1.18 -0.81
C -3.39059 -3.97259 -2.67591 0.04 0.03 0.07
C -2.82623 -2.82289 -1.84941 0.04 -0.10 -0.02
S -1.24040 -3.16687 -1.10866 -0.15 -0.51 0.16
C -3.53294 -1.68668 -1.71380 -0.16 0.12 0.05
C -4.88482 -1.49895 -2.37460 0.13 0.02 0.00
S -3.05736 -0.26390 -0.74755 -0.35 -0.05 -0.04
H -2.75700 -4.85285 -2.57226 -0.02 0.02 0.00
H -3.45983 -3.71931 -3.74023 -0.02 0.00 0.07
H -4.39341 -4.25518 -2.34691 0.03 0.02 0.01
H -5.36119 -2.44244 -2.63968 0.03 0.02 0.01
H -4.78834 -0.90532 -3.28954 0.01 -0.01 0.03
H -5.55366 -0.94913 -1.71083 0.04 -0.02 0.01
C -0.45652 -3.81459 -4.57193 0.20 0.02 0.00
N 0.84266 -3.41710 -4.03547 -0.24 -0.26 -0.30
C 1.90297 -4.27009 -3.77892 -0.26 0.02 -0.09
C 2.86120 -3.55009 -3.17838 -0.05 0.28 0.18
N 2.36076 -2.25269 -3.05998 0.28 0.19 0.11
C 1.11373 -2.17183 -3.60828 0.04 -0.23 0.33
S 0.11728 -0.81251 -3.75924 0.19 0.18 -0.05
C 3.02999 -1.21090 -2.34195 -0.06 -0.26 -0.23
C 4.19498 -0.67769 -2.84935 0.14 0.07 -0.08
C 4.86369 0.26755 -2.08183 0.07 -0.02 -0.12
C 4.34428 0.62755 -0.85353 -0.03 0.03 0.08
C 3.15729 0.04149 -0.44235 0.02 -0.04 -0.01
N 2.50662 -0.86739 -1.17551 -0.20 0.13 0.29
H -0.34360 -4.78189 -5.05533 -0.01 -0.01 0.01
H -0.79049 -3.07316 -5.29180 0.02 0.03 -0.04
H -1.17305 -3.87076 -3.75493 0.11 0.00 -0.01
H 1.87311 -5.31498 -4.03581 -0.04 0.08 0.00
H 3.82614 -3.82842 -2.79181 -0.05 0.05 -0.02
H 4.55368 -0.99008 -3.82105 0.00 0.02 0.04
H 5.77820 0.71745 -2.44848 -0.03 -0.03 0.01
H 4.83117 1.35976 -0.22158 -0.04 -0.06 -0.04
H 2.71190 0.31103 0.50891 -0.01 0.00 -0.04
C -3.47834 0.30158 5.62690 0.06 0.01 0.01
C -2.18575 0.76542 5.84452 0.00 -0.01 -0.04
C -1.30033 0.88522 4.78166 -0.03 0.00 0.07
C -1.70719 0.53633 3.49605 -0.01 -0.09 -0.07
C -2.99908 0.05895 3.28373 -0.08 -0.02 -0.02
C -3.88452 -0.05080 4.34759 0.03 0.01 -0.01
P -0.64967 0.70853 2.03099 0.26 0.53 -0.04
C 1.05772 0.68277 2.70355 -0.05 -0.04 0.04
C 1.91962 1.77436 2.64539 0.07 0.03 0.04
C 3.23276 1.65673 3.08949 -0.04 -0.01 -0.01
C 3.69622 0.44951 3.59501 -0.04 -0.03 -0.01
C 2.84120 -0.64559 3.65907 -0.01 0.04 -0.02
C 1.53222 -0.52918 3.21190 0.06 0.00 -0.03
C -0.85600 2.45761 1.51837 -0.02 -0.09 -0.03
C -1.52962 3.36936 2.28609 -0.04 0.10 0.08
C -1.61342 4.72382 1.89068 -0.01 -0.08 0.03
C -0.98965 5.13971 0.75199 0.02 -0.04 -0.02
C -0.28713 4.21952 -0.06673 0.04 0.06 -0.05
C 0.39970 4.65106 -1.23125 -0.04 -0.01 0.06
C 1.06369 3.75021 -2.00790 -0.02 -0.14 -0.10
C 1.03257 2.36760 -1.68371 -0.04 0.12 0.15
C 0.39649 1.86786 -0.56080 0.46 1.18 0.45
C -0.24777 2.84444 0.27764 0.04 0.00 0.01
H -4.16658 0.20909 6.45815 0.02 0.01 -0.01
H -1.86609 1.03618 6.84317 -0.01 0.00 -0.01
H -0.29371 1.24951 4.95566 -0.03 -0.01 -0.02
H -3.30834 -0.22144 2.28085 0.01 0.00 0.02
H -4.88837 -0.41855 4.17622 0.02 0.01 0.00
H 1.56698 2.71586 2.24377 0.01 0.00 0.02
H 3.89288 2.51530 3.04409 -0.03 -0.03 0.00
H 4.71878 0.36090 3.94135 -0.03 0.00 -0.01
H 3.19508 -1.58984 4.05410 -0.01 0.02 -0.01
H 0.86924 -1.38816 3.25837 0.02 0.01 0.01
H -2.00237 3.06685 3.21264 0.02 -0.02 -0.02
H -2.16076 5.42640 2.50713 0.02 -0.02 -0.01
H -1.02502 6.18211 0.45407 0.00 -0.02 0.00
H 0.38725 5.70521 -1.48599 0.00 -0.02 0.01
H 1.59809 4.08502 -2.89120 -0.03 -0.02 0.02
H 1.54107 1.69358 -2.37526 -0.03 0.00 0.02